Here is a 14-piece molecular cluster, C70H166N10O14 overall from the Open Molecules 2025 dataset. Energies are from wB97M-V/def2-TZVPD.

XYZ file:
```
260
Properties=species:S:1:pos:R:3:lowdin_charge:R:1
C 1.939 -2.468 6.035 -0.063
C 2.824 -3.533 5.380 -0.391
C 1.918 -4.188 4.264 -0.215
O 1.283 -5.351 4.768 -0.206
C 0.909 -6.423 3.793 -0.019
N 4.003 -2.827 4.811 0.038
H 2.489 -1.973 6.835 0.082
H 1.014 -2.913 6.401 0.081
H 1.647 -1.857 5.181 0.048
H 3.119 -4.332 6.059 0.133
H 2.551 -4.472 3.423 0.108
H 1.235 -3.439 3.863 0.084
H 1.730 -7.128 3.660 0.085
H 0.708 -5.907 2.854 0.068
H 0.054 -6.908 4.265 0.070
H 3.734 -1.879 4.591 0.050
H 4.299 -3.337 3.990 0.056
C -5.149 -9.625 1.405 -0.037
C -4.447 -8.228 1.238 -0.420
C -2.909 -8.195 1.223 -0.205
O -2.278 -7.078 0.643 -0.183
C -2.366 -5.873 1.317 -0.130
N -4.756 -7.776 -0.083 0.033
H -4.823 -10.052 2.353 0.069
H -4.967 -10.295 0.564 0.075
H -6.224 -9.466 1.478 0.073
H -4.800 -7.452 1.917 0.129
H -2.556 -9.070 0.677 0.130
H -2.609 -8.375 2.256 0.116
H -1.736 -5.100 0.878 0.050
H -1.842 -6.047 2.257 0.079
H -3.333 -5.398 1.482 0.077
H -4.398 -8.457 -0.738 0.079
H -4.257 -6.916 -0.262 0.043
C 4.466 -4.796 -2.883 -0.023
C 3.145 -4.642 -1.999 -0.403
C 3.188 -5.590 -0.786 -0.175
O 2.043 -5.365 0.075 -0.247
C 0.751 -5.911 -0.436 -0.017
N 3.103 -3.352 -1.356 0.029
H 4.395 -4.176 -3.777 0.068
H 4.635 -5.848 -3.111 0.079
H 5.378 -4.436 -2.406 0.069
H 2.277 -4.696 -2.656 0.114
H 4.003 -5.273 -0.135 0.133
H 3.212 -6.634 -1.101 0.126
H 0.787 -6.029 -1.519 0.088
H 0.005 -5.204 -0.076 0.052
H 0.712 -6.885 0.052 0.091
H 2.609 -3.450 -0.481 0.071
H 4.085 -3.233 -1.153 0.075
C -2.447 -3.464 4.413 -0.073
C -3.826 -4.060 4.331 -0.442
C -3.987 -5.392 5.065 -0.098
O -2.889 -6.410 4.842 -0.224
C -2.409 -7.103 5.931 -0.141
N -4.656 -3.001 4.879 0.029
H -1.798 -4.119 3.831 0.060
H -1.989 -3.572 5.396 0.089
H -2.443 -2.421 4.095 0.073
H -3.858 -4.083 3.241 0.116
H -4.968 -5.802 4.825 0.122
H -3.989 -5.153 6.129 0.115
H -1.570 -6.523 6.312 0.087
H -1.989 -8.052 5.596 0.087
H -3.231 -7.260 6.629 0.090
H -5.632 -3.004 4.618 0.081
H -4.779 -3.101 5.877 0.083
O -4.664 -1.686 2.161 -0.048
H -4.168 -1.034 2.656 0.021
H -4.849 -2.378 2.796 -0.010
O 1.630 -2.711 -3.885 -0.034
H 1.895 -3.363 -4.533 0.059
H 2.303 -2.758 -3.206 -0.005
O 0.691 -0.226 -4.708 -0.081
H 0.024 -0.059 -4.041 -0.044
H 1.080 -1.063 -4.454 -0.038
O -1.175 0.142 -2.786 -0.029
H -1.053 -0.323 -1.958 0.012
H -0.991 1.057 -2.576 0.042
C 1.729 9.559 -2.802 -0.013
C 1.968 8.041 -2.493 -0.413
C 2.175 8.146 -1.034 -0.160
C 1.981 6.884 -0.149 -0.172
C 0.637 6.265 -0.413 -0.117
C 0.307 6.057 -1.965 -0.412
N 0.718 7.229 -2.720 0.070
O 0.225 7.190 -3.973 0.131
C 1.055 4.832 -2.510 0.032
C -1.228 5.979 -1.897 -0.015
C 3.196 7.440 -3.229 0.018
H 0.911 10.094 -2.321 0.098
H 1.345 9.646 -3.819 0.080
H 2.641 10.152 -2.868 0.109
H 3.152 8.551 -0.770 0.142
H 1.591 8.940 -0.570 0.124
H 2.038 7.311 0.852 0.106
H 2.740 6.112 -0.273 0.114
H -0.095 6.904 0.081 0.131
H 0.677 5.301 0.094 0.119
H 0.751 4.565 -3.522 0.101
H 2.112 5.023 -2.697 0.077
H 0.819 3.908 -1.983 0.084
H -1.727 5.624 -2.799 0.090
H -1.504 5.332 -1.065 0.079
H -1.790 6.883 -1.660 0.103
H 3.152 7.135 -4.275 0.099
H 3.549 6.516 -2.772 0.076
H 4.069 8.088 -3.152 0.104
H -0.495 7.814 -3.859 0.155
C 2.419 5.485 7.380 -0.025
C 2.353 5.945 5.850 -0.392
C 3.515 6.959 5.602 -0.129
C 3.965 7.063 4.160 -0.206
C 4.340 5.779 3.535 -0.189
C 3.329 4.662 3.739 -0.471
N 2.741 4.703 5.105 -0.113
O 1.938 3.556 5.335 -0.021
C 2.293 4.929 2.573 -0.032
C 4.054 3.348 3.488 -0.037
C 0.980 6.668 5.309 0.002
H 3.396 5.122 7.697 0.080
H 1.656 4.729 7.566 0.069
H 2.174 6.311 8.048 0.076
H 3.195 7.996 5.699 0.113
H 4.244 6.903 6.411 0.118
H 4.917 7.593 4.156 0.119
H 3.401 7.554 3.367 0.105
H 5.253 5.391 3.986 0.119
H 4.622 5.947 2.496 0.126
H 1.381 4.355 2.734 0.077
H 1.970 5.970 2.564 0.047
H 2.701 4.551 1.635 0.068
H 4.874 3.233 4.197 0.093
H 3.429 2.465 3.624 0.058
H 4.406 3.210 2.465 0.089
H 0.203 5.903 5.315 0.067
H 1.087 6.988 4.273 0.052
H 0.648 7.433 6.012 0.074
H 2.619 3.095 5.831 0.101
C -4.942 4.819 -2.107 -0.029
C -5.955 3.755 -1.501 -0.521
C -6.002 2.523 -2.463 -0.082
C -4.684 1.606 -2.346 -0.141
C -4.359 1.185 -0.923 -0.131
C -4.518 2.390 0.041 -0.486
N -5.635 3.312 -0.189 -0.060
O -6.014 4.236 0.912 -0.006
C -4.659 1.817 1.428 -0.041
C -3.158 3.038 -0.034 -0.059
C -7.320 4.433 -1.565 -0.052
H -3.917 4.457 -2.184 0.041
H -5.068 5.668 -1.435 0.078
H -5.205 5.222 -3.085 0.077
H -6.965 2.043 -2.292 0.111
H -6.087 2.835 -3.504 0.112
H -3.868 2.127 -2.846 0.095
H -4.787 0.741 -3.002 0.089
H -3.386 0.729 -0.738 0.093
H -5.021 0.347 -0.702 0.119
H -4.688 2.647 2.134 0.088
H -5.376 1.010 1.577 0.091
H -3.725 1.419 1.825 0.067
H -2.489 2.700 0.758 0.069
H -2.664 2.951 -1.001 0.069
H -3.078 4.104 0.178 0.078
H -7.548 4.730 -2.589 0.087
H -7.402 5.313 -0.927 0.078
H -8.178 3.835 -1.260 0.087
H -6.653 3.721 1.411 0.095
C 1.211 1.483 -0.663 -0.027
C 1.801 0.392 0.275 -0.474
C 2.013 1.037 1.693 -0.162
C 0.792 1.147 2.601 -0.157
C 0.264 -0.323 2.684 -0.097
C -0.059 -1.074 1.314 -0.379
N 1.064 -0.867 0.307 -0.118
O 0.867 -1.366 -0.942 -0.006
C -0.231 -2.625 1.621 -0.008
C -1.403 -0.509 0.760 -0.024
C 3.263 0.172 -0.100 -0.046
H 1.134 1.100 -1.680 0.069
H 1.981 2.237 -0.828 0.074
H 0.238 1.719 -0.231 0.073
H 2.782 0.548 2.292 0.119
H 2.170 2.104 1.536 0.089
H 0.081 1.839 2.150 0.099
H 1.055 1.424 3.622 0.104
H -0.725 -0.191 3.123 0.106
H 0.848 -0.983 3.325 0.092
H -0.621 -3.172 0.763 0.061
H 0.760 -3.059 1.754 0.069
H -0.868 -2.780 2.491 0.051
H -1.420 0.579 0.700 0.056
H -1.791 -0.807 -0.213 0.056
H -2.122 -0.906 1.476 0.069
H 3.481 -0.823 0.289 0.089
H 4.013 0.778 0.409 0.073
H 3.477 0.439 -1.134 0.076
H 1.645 -1.862 -1.208 0.050
C -6.910 -3.868 -5.067 -0.026
C -5.385 -3.940 -4.527 -0.432
C -4.919 -2.447 -4.771 -0.137
C -3.603 -2.107 -4.036 -0.184
C -3.836 -2.445 -2.582 -0.171
C -4.211 -3.893 -2.175 -0.447
N -5.413 -4.167 -3.042 -0.144
O -6.047 -5.340 -2.689 -0.012
C -3.004 -4.785 -2.453 0.004
C -4.731 -3.704 -0.755 -0.027
C -4.578 -4.958 -5.360 -0.034
H -6.921 -3.640 -6.133 0.077
H -7.417 -3.080 -4.511 0.072
H -7.381 -4.834 -4.885 0.069
H -4.699 -2.209 -5.811 0.113
H -5.708 -1.741 -4.513 0.103
H -3.449 -1.033 -4.140 0.094
H -2.720 -2.558 -4.489 0.109
H -4.468 -1.626 -2.240 0.104
H -2.926 -2.156 -2.057 0.102
H -3.383 -5.640 -3.012 0.079
H -2.316 -4.475 -3.240 0.074
H -2.475 -4.941 -1.513 0.072
H -4.308 -2.887 -0.172 0.063
H -5.741 -3.301 -0.682 0.094
H -4.668 -4.652 -0.221 0.061
H -3.496 -4.979 -5.228 0.066
H -4.697 -4.833 -6.437 0.081
H -5.013 -5.903 -5.036 0.081
H -6.739 -4.912 -2.180 0.104
C 7.972 -0.056 -4.282 -0.035
C 6.727 0.068 -3.419 -0.476
C 6.851 0.782 -2.068 -0.155
C 7.157 2.251 -2.266 -0.176
C 6.018 2.860 -3.087 -0.133
C 5.641 2.134 -4.455 -0.447
N 5.610 0.697 -4.095 -0.141
O 5.058 -0.015 -5.135 0.005
C 4.158 2.653 -4.728 -0.027
C 6.590 2.525 -5.576 -0.021
C 6.459 -1.452 -2.971 -0.032
H 7.794 -0.155 -5.353 0.091
H 8.606 -0.935 -4.163 0.081
H 8.672 0.743 -4.042 0.074
H 5.974 0.663 -1.432 0.109
H 7.735 0.357 -1.594 0.122
H 8.068 2.300 -2.864 0.095
H 7.383 2.620 -1.266 0.114
H 6.176 3.910 -3.334 0.107
H 5.122 2.931 -2.471 0.093
H 3.490 2.536 -3.875 0.059
H 4.162 3.704 -5.016 0.069
H 3.621 2.062 -5.470 0.078
H 6.212 3.417 -6.074 0.084
H 7.606 2.548 -5.180 0.075
H 6.683 1.697 -6.279 0.080
H 5.454 -1.695 -2.627 0.055
H 7.169 -1.772 -2.209 0.084
H 6.564 -2.080 -3.856 0.072
H 4.220 -0.201 -4.704 0.106
```

As for the spin multiplicity: 2. For the HOMO energy (alpha / beta), the calculation gives -9.1 / -9.1 eV. As for the expectation value of S²: 0.7540. The value obtained for the LUMO energy (alpha / beta) is -2.41 / -6.39 eV. Its charge is +1. As for the HOMO-LUMO gap (alpha / beta): 6.71 / 2.73 eV.